[1]
ORCA calculation (wB97M-V/def2-TZVPD) on a structure of composition C40H33ClF10N3O3RuSTe at a distorted geometry.

Maximum force: 4.2 eV Å⁻¹
Energy above the lowest of the compared OMol25 structures with the same formula, charge and spin: 182.5 kJ/mol
<S²>: 8.8462
Spin multiplicity: 6
HOMO level (spin up / spin down): -5.2 / -7.1 eV
Kohn-Sham gap (spin up / spin down): 0.17749 / 0.14972 hartree

Last column: Löwdin spin population.
Geometry (Å):
Te1 1.514 0.512 0.774  0.107
Ru1 0.125 -1.436 0.106  2.371
Cl1 5.050 -4.636 -4.112  -0.010
S1 -2.433 4.461 -0.060  0.000
F1 -1.002 0.650 3.920  0.002
F2 0.029 0.335 6.316  -0.001
F3 -4.656 2.136 -5.397  -0.014
F4 -3.843 0.900 -3.108  0.030
F5 1.016 -2.173 7.067  0.002
F6 -6.362 -1.918 -6.983  -0.011
F7 -5.985 -3.129 -4.698  0.028
F8 1.404 -3.371 2.543  0.004
F9 -5.998 0.772 -7.335  0.042
F10 2.349 -3.606 5.021  0.000
O1 0.348 -3.362 -0.160  0.316
O2 0.765 -1.351 -1.919  0.104
O3 -1.544 3.265 -0.329  0.000
N1 -4.870 -1.547 -2.396  0.472
N2 -2.167 -1.435 -0.308  0.084
N3 -0.748 -1.534 1.929  0.134
C1 -2.717 -0.108 0.044  0.014
C2 -4.577 0.201 -4.012  0.107
C3 -2.281 5.092 1.711  0.000
C4 5.478 -0.837 -0.649  0.001
C5 2.144 -3.379 -1.726  0.046
C6 1.808 -2.078 -2.357  0.114
C7 -2.028 -2.269 2.028  0.013
C8 2.591 2.469 2.963  0.003
C9 -3.880 -2.510 -2.055  0.072
C10 -2.621 -2.495 0.645  0.002
C11 2.396 -1.728 -3.592  -0.007
C12 2.611 1.107 2.649  0.016
C13 -0.020 -1.505 3.121  0.011
C14 1.446 -3.880 -0.602  0.359
C15 0.246 -0.615 5.416  -0.001
C16 -1.457 5.813 -0.730  0.000
C17 4.299 -0.758 0.048  0.006
C18 3.164 2.878 4.151  0.000
C19 5.097 1.286 -1.676  0.001
C20 -1.420 6.366 1.671  0.000
C21 -5.780 -1.751 -4.707  0.103
C22 1.391 -2.669 4.792  -0.001
C23 -5.894 -1.168 -5.961  -0.010
C24 -2.456 -1.848 -1.789  0.003
C25 1.018 -2.447 3.477  0.009
C26 -5.636 0.167 -6.219  0.127
C27 0.892 -1.808 5.789  0.005
C28 3.450 -2.474 -4.063  0.129
C29 -0.286 -0.489 4.159  0.005
C30 -0.596 6.529 0.368  0.000
C31 -4.953 0.826 -5.181  -0.019
C32 5.892 0.186 -1.505  0.000
C33 3.447 0.370 -0.177  0.024
C34 3.416 1.973 5.177  0.000
C35 -5.055 -1.135 -3.630  0.046
C36 3.177 -4.084 -2.218  0.083
C37 2.907 0.152 3.596  0.003
C38 3.918 1.407 -0.980  0.003
C39 3.835 -3.661 -3.364  -0.012
C40 3.159 0.598 4.934  0.001
H1 2.107 3.164 2.303  0.002
H2 3.864 -1.574 0.706  0.003
H3 -1.657 -2.597 -2.031  0.002
H4 -3.759 -3.294 -2.837  0.022
H5 0.297 5.875 0.485  0.000
H6 -1.769 -3.219 2.503  0.006
H7 4.251 -2.249 -4.811  0.007
H8 -0.729 6.397 2.513  0.000
H9 3.372 2.323 -1.181  0.001
H10 2.039 -0.870 -4.199  -0.003
H11 2.927 -0.898 3.346  0.001
H12 -2.273 -1.034 -2.449  0.000
H13 -3.839 0.023 -0.071  0.006
H14 -2.710 -1.778 2.692  0.002
H15 -2.211 0.602 -0.615  0.002
H16 5.417 2.040 -2.370  0.000
H17 -2.067 6.437 -1.383  0.000
H18 -3.743 -2.561 0.667  0.002
H19 6.801 0.080 -2.082  0.000
H20 -2.194 -3.406 0.198  0.000
H21 6.138 -1.730 -0.529  0.000
H22 3.375 3.938 4.273  0.000
H23 1.828 -4.835 -0.170  0.020
H24 -1.932 4.207 2.328  0.000
H25 3.400 -5.049 -1.812  0.003
H26 3.217 -0.135 5.774  0.000
H27 -4.269 -2.967 -1.156  0.004
H28 3.773 2.216 6.139  0.000
H29 -0.730 5.349 -1.414  0.000
H30 -0.324 7.514 0.004  0.000
H31 -3.293 5.231 1.978  0.000
H32 -2.313 0.290 0.997  0.001
H33 -2.113 7.247 1.785  0.000

=====

[2]
ORCA calculation (wB97M-V/def2-TZVPD) on a structure of composition C40H33CrNP2 at a distorted geometry.

Maximum force: 1.1 eV Å⁻¹
Energy above the lowest of the compared OMol25 structures with the same formula, charge and spin: 65.0 kJ/mol
<S²>: 6.0396
Spin multiplicity: 5
HOMO level (spin up / spin down): -7.2 / -7.2 eV
Kohn-Sham gap (spin up / spin down): 0.25752 / 0.26715 hartree

Last column: Löwdin spin population.
Geometry (Å):
Cr1 0.325 0.111 0.660  3.781
P1 0.103 2.616 -0.940  0.016
P2 0.192 -2.046 -0.907  0.034
N1 1.952 0.142 -0.454  -0.003
C1 -0.817 -5.761 -2.281  0.000
C2 -3.726 0.964 1.183  0.011
C3 -1.324 2.035 0.159  0.013
C4 -3.651 1.399 -0.138  0.000
C5 2.527 1.357 -0.697  0.014
C6 2.581 -0.792 -1.222  0.009
C7 -1.429 1.620 1.495  0.027
C8 -1.390 -6.358 -1.163  0.000
C9 1.477 1.149 3.316  0.019
C10 3.591 -0.186 -1.935  0.009
C11 -0.687 5.124 0.172  0.000
C12 -1.919 -1.306 -2.527  0.004
C13 3.550 1.202 -1.603  0.008
C14 -1.011 -4.349 0.102  0.001
C15 -2.613 1.074 1.994  0.002
C16 -2.554 -0.696 -3.594  0.000
C17 -0.917 6.488 0.095  0.000
C18 -0.345 -4.463 -2.206  0.001
C19 -0.330 6.453 -2.235  0.000
C20 -0.107 5.085 -2.155  0.001
C21 -0.437 -3.746 -1.011  0.006
C22 1.877 -0.028 5.378  0.017
C23 1.590 -1.245 4.711  -0.002
C24 -0.426 0.024 -4.436  0.000
C25 1.415 -3.664 4.760  -0.003
C26 -2.468 1.898 -0.649  0.013
C27 0.214 -0.592 -3.367  0.003
C28 1.122 -3.659 3.377  0.005
C29 -0.528 -1.270 -2.406  0.005
C30 -0.277 4.408 -0.952  0.005
C31 1.999 -2.176 -1.264  0.003
C32 1.055 -2.476 2.701  0.004
C33 1.263 -1.220 3.333  0.000
C34 1.648 -2.484 5.401  0.003
C35 -1.805 -0.025 -4.556  0.003
C36 -0.736 7.155 -1.110  0.000
C37 1.808 2.564 -0.162  0.018
C38 1.169 0.015 2.596  -0.047
C39 1.839 1.143 4.686  -0.002
C40 -1.486 -5.653 0.026  0.000
H1 0.200 4.536 -3.038  0.000
H2 1.833 2.633 0.927  0.003
H3 -0.836 4.611 1.115  0.000
H4 0.085 -3.994 -3.083  0.000
H5 1.444 2.127 2.840  0.002
H6 -2.414 2.163 -1.698  0.001
H7 -1.084 -3.802 1.035  0.001
H8 -4.644 0.541 1.568  0.001
H9 2.133 -0.052 6.431  0.001
H10 -4.515 1.316 -0.785  0.000
H11 -2.299 0.455 -5.390  0.000
H12 -1.236 7.030 0.975  0.000
H13 2.249 3.484 -0.555  0.003
H14 -2.643 0.747 3.026  0.000
H15 -1.932 -6.116 0.897  0.000
H16 -0.743 -6.309 -3.212  0.000
H17 0.963 -4.593 2.851  0.000
H18 2.422 -2.845 -0.507  0.000
H19 -2.515 -1.823 -1.782  0.000
H20 2.155 -2.649 -2.238  0.000
H21 2.075 2.077 5.182  -0.001
H22 -0.612 1.766 2.194  0.006
H23 -3.632 -0.744 -3.675  0.000
H24 -0.916 8.221 -1.172  0.000
H25 1.892 -2.473 6.457  0.000
H26 0.163 0.552 -5.174  0.000
H27 4.262 -0.668 -2.628  0.001
H28 1.465 -4.601 5.300  0.000
H29 -0.193 6.967 -3.177  0.000
H30 4.181 1.983 -1.997  0.001
H31 1.290 -0.513 -3.275  0.000
H32 -1.763 -7.372 -1.224  0.000
H33 0.850 -2.480 1.638  0.004

=====

[3]
ORCA calculation (wB97M-V/def2-TZVPD) on a structure of composition C40H33N2PPdSe2Te.

Maximum force: 0.2 eV Å⁻¹
Energy above the lowest of the compared OMol25 structures with the same formula, charge and spin: 0.0 kJ/mol
Net charge: +2
HOMO level: -13.7 eV
Kohn-Sham gap: 0.27413 hartree

Last column: Mulliken charge in e.
Geometry (Å):
Te1 2.921 -0.444 -0.467  0.576
Pd1 0.447 -1.149 -0.647  0.551
Se1 -3.463 -1.406 -0.377  0.079
Se2 -1.587 -2.712 -0.707  -0.229
P1 0.369 -0.499 -2.825  0.992
N1 0.159 -2.099 1.270  0.470
N2 -1.371 0.447 0.210  0.609
C1 -3.329 -1.481 -4.313  -0.635
C2 -3.450 0.753 -3.435  -0.688
C3 1.120 2.888 -4.926  -0.887
C4 -1.991 -1.556 -3.951  -0.299
C5 2.316 -3.641 -5.538  -0.910
C6 5.054 -2.560 -3.627  -0.679
C7 5.445 -0.204 -3.941  -0.763
C8 -1.749 2.700 0.931  -0.937
C9 -1.377 -0.471 -3.324  0.948
C10 4.455 -1.557 1.855  -0.629
C11 1.749 3.355 -2.653  -0.964
C12 3.211 -3.278 0.697  0.088
C13 2.567 -2.297 -5.771  -0.791
C14 0.990 -3.059 -3.624  -0.691
C15 -1.549 -3.541 2.133  -0.725
C16 -2.117 0.684 -3.065  -0.541
C17 -0.949 -2.831 1.117  0.399
C18 1.205 -1.702 -3.879  1.677
C19 0.762 1.600 -4.569  -0.592
C20 -0.968 -3.465 3.393  -0.339
C21 -3.124 2.510 0.837  -0.488
C22 4.013 -0.971 -2.179  0.763
C23 -4.058 -0.328 -4.057  -0.756
C24 -2.678 0.280 0.140  0.331
C25 1.621 3.764 -3.970  -0.629
C26 -0.921 1.646 0.612  -0.365
C27 4.923 -2.508 2.754  -0.674
C28 1.395 2.061 -2.293  0.151
C29 0.924 1.166 -3.248  0.890
C30 4.215 -2.291 -2.559  -0.478
C31 1.536 -4.023 -4.454  -0.755
C32 5.668 -1.520 -4.315  -0.647
C33 3.602 -1.950 0.829  0.340
C34 0.170 -2.694 3.568  -0.916
C35 0.713 -2.028 2.482  -0.501
C36 3.690 -4.220 1.594  -0.951
C37 2.020 -1.327 -4.944  -0.839
C38 4.543 -3.835 2.622  -0.569
C39 -3.603 1.276 0.442  -0.880
C40 4.620 0.078 -2.859  -0.349
H1 2.521 -3.578 -0.082  0.450
H2 1.459 1.769 -1.254  -0.276
H3 6.328 -1.739 -5.144  0.463
H4 -4.011 1.660 -3.248  0.491
H5 0.644 -2.607 4.536  0.475
H6 3.397 -5.257 1.492  0.451
H7 2.113 4.043 -1.901  0.477
H8 0.340 0.937 -5.315  0.574
H9 5.231 -3.586 -3.923  0.485
H10 -1.402 -4.003 4.225  0.444
H11 -2.440 -4.124 1.946  0.519
H12 4.914 -4.574 3.319  0.447
H13 4.468 1.106 -2.550  0.461
H14 3.194 -1.997 -6.600  0.487
H15 -5.097 -0.269 -4.355  0.451
H16 5.927 0.605 -4.472  0.468
H17 -1.332 3.644 1.251  0.499
H18 0.156 1.750 0.686  0.434
H19 0.393 -3.368 -2.773  0.189
H20 -4.666 1.086 0.371  0.476
H21 -1.428 -2.447 -4.194  0.345
H22 -3.811 3.310 1.077  0.439
H23 4.766 -0.525 1.956  0.442
H24 1.352 -5.071 -4.257  0.479
H25 5.591 -2.209 3.551  0.450
H26 3.739 -3.106 -2.032  0.254
H27 2.241 -0.285 -5.133  0.532
H28 -3.795 -2.319 -4.814  0.489
H29 -1.648 1.541 -2.595  0.391
H30 1.611 -1.434 2.579  0.567
H31 1.897 4.771 -4.253  0.459
H32 0.997 3.213 -5.950  0.471
H33 2.737 -4.392 -6.193  0.447